#a
Molecular formula: C10H14N2
Method: DFT, the ωB97M-V functional and the def2-TZVPD basis

As for the charge: 0. Its spin multiplicity is 1. The SMILES is C#CCC(=C)C.C#CCNN=C. For the HOMO-LUMO gap, the calculation gives 9.93 eV. Its LUMO energy is 0.85 eV.

The geometry in XYZ format:
```
26
C10H14N2, DFT the ωB97M-V functional and the def2-TZVPD basis
C -3.926 -0.997 1.709
C -3.515 -0.713 0.614
C -3.007 -0.348 -0.714
C -1.977 0.771 -0.669
C -0.768 0.609 -1.177
C -2.438 2.061 -0.041
H -4.293 -1.253 2.680
H -2.567 -1.229 -1.194
H -3.854 -0.033 -1.335
H -0.017 1.412 -1.168
H -0.462 -0.327 -1.622
H -2.746 1.893 1.002
H -3.311 2.459 -0.570
H -1.641 2.824 -0.059
C 1.030 -1.735 -1.465
C 1.247 -1.168 -0.431
C 1.520 -0.426 0.818
N 2.608 0.527 0.722
N 3.840 -0.075 0.683
C 4.780 0.540 0.097
H 0.817 -2.264 -2.424
H 0.612 0.122 1.128
H 1.771 -1.141 1.630
H 2.464 1.208 -0.029
H 4.630 1.507 -0.421
H 5.789 0.098 0.096
```

#b
Molecular formula: C10H14N2
Method: DFT, the ωB97M-V functional and the def2-TZVPD basis

As for the charge: 0. Its spin multiplicity is 1. For the HOMO-LUMO gap, the calculation gives 8.91 eV. Its LUMO energy is 0.63 eV.

The geometry in XYZ format:
```
26
C10H14N2, DFT the ωB97M-V functional and the def2-TZVPD basis
C -2.655 0.244 -2.374
C -2.198 1.134 -1.394
C -2.239 -1.070 -2.401
C -1.221 0.661 -0.456
C -0.986 -0.657 -0.588
C -0.385 1.337 0.576
C 0.754 0.307 0.988
C 2.038 0.677 0.266
C 1.208 0.400 2.480
C 1.120 -2.082 0.453
N -1.351 -1.536 -1.436
N 0.160 -1.062 0.810
H -3.383 0.585 -3.142
H -2.489 2.256 -1.555
H -2.398 -1.772 -3.240
H 0.059 2.268 0.320
H -1.017 1.698 1.424
H 2.687 -0.129 0.078
H 2.618 1.479 0.691
H 1.739 0.997 -0.718
H 2.193 0.000 2.591
H 0.613 -0.237 3.208
H 0.971 1.413 2.570
H 1.738 -2.269 1.356
H 0.636 -2.887 -0.028
H 1.787 -1.754 -0.479
```

The structure shown above that is least stable: #a.